# 1
30
Properties=species:S:1:pos:R:3:forces:R:3 method="wB97M-V/def2-TZVPD" total_energy_ha=-522.10377 charge=0 smiles=Cc1c[nH]c2ccccc12.CCC spin_multiplicity=1 relative_energy_ev=3.170
C -2.13020 2.49989 2.26012 -2.403 -1.230 2.059
C -0.78511 0.65306 -0.60768 -0.594 0.865 -1.216
C -1.82740 0.67167 0.43962 3.720 0.043 -2.048
C -1.60012 1.84311 1.08586 1.299 3.855 2.127
C -0.59269 2.56977 0.56308 1.296 -1.888 -2.282
C -0.80606 -0.25247 -1.69105 -8.151 0.052 8.479
C -1.91203 -1.17527 -1.54726 2.261 0.313 -2.770
C -2.68205 -1.27724 -0.39182 -0.573 -0.147 -0.728
C -2.58082 -0.40576 0.68899 -1.761 -1.402 0.223
N -0.04102 1.84846 -0.50868 -1.316 -0.931 0.859
H -0.08718 -0.32689 -2.27237 6.144 -0.611 -6.042
H -2.04369 -1.75989 -2.54163 -0.309 0.419 2.305
H 0.82710 2.02430 -0.97742 -0.053 0.075 -0.104
H -3.52866 -1.91800 -0.46880 -0.298 -0.876 0.353
H -0.18243 3.49809 0.87156 0.209 0.510 0.199
H -3.14549 -0.48062 1.65265 0.239 -0.092 -1.261
H -2.92646 3.15480 2.07651 -1.668 0.886 -0.841
H -1.50188 3.15327 2.78772 1.648 0.476 0.575
H -2.56827 1.83536 3.00982 0.225 -0.281 0.043
C 2.45278 -1.03071 -0.14270 -0.967 0.475 -0.916
C 2.85862 -2.32458 0.67852 -3.555 0.492 -1.105
C 2.92597 -1.04074 -1.64009 -0.357 1.911 1.056
H 2.96602 -0.16580 0.33677 -0.755 -0.354 -0.119
H 1.28388 -0.81415 -0.27105 2.514 -0.753 1.210
H 2.48758 -2.12699 1.71791 0.597 -0.573 -0.761
H 2.23119 -3.21893 0.22122 1.655 1.529 1.066
H 2.69626 -2.00377 -2.02776 0.381 -0.848 -0.699
H 3.92190 -2.44209 0.62604 0.488 -0.419 0.072
H 3.98236 -0.69131 -1.70105 -0.616 -0.805 -0.292
H 2.30788 -0.29655 -2.22701 0.700 -0.692 0.557

=====

# 2
11
Properties=species:S:1:pos:R:3:forces:R:3 method="wB97M-V/def2-TZVPD" total_energy_ha=-699.49840 charge=0 smiles=Cc1nonc1S spin_multiplicity=1 relative_energy_ev=4.728
C 0.27495 1.45400 -0.06027 -5.154 5.316 5.217
C -0.49697 0.26130 0.22648 -3.084 -1.662 -2.447
C 0.07424 -1.05325 0.07182 1.623 2.206 1.232
H -0.65967 2.20443 -0.25743 2.433 -1.304 -0.390
H 0.56207 2.02906 0.97963 0.443 -1.715 -2.691
H 0.91440 1.36037 -0.84823 1.937 0.183 -1.739
H 2.13032 -2.28600 -0.25588 -0.588 2.726 0.694
N -1.81874 0.14109 0.02579 2.709 -2.229 1.233
N -0.74740 -1.99928 0.03412 -2.768 0.334 -0.376
O -2.01932 -1.25598 0.01577 0.668 0.384 -0.013
S 1.78613 -0.85574 0.06820 1.781 -4.238 -0.720

=====

# 3
75
Properties=species:S:1:pos:R:3:forces:R:3 method="wB97M-V/def2-TZVPD" total_energy_ha=-1616.77665 charge=0 spin_multiplicity=1 relative_energy_ev=3.853
C 1.18313 0.02512 3.86783 -0.816 -2.435 -7.526
O 0.66313 0.93812 2.81983 1.119 1.266 1.195
C 0.21113 0.32112 1.69783 -1.733 -5.619 0.395
C -0.41087 1.17612 0.61483 -4.400 -2.124 2.580
N -1.00187 0.42212 -0.64017 6.083 7.160 -3.852
H -1.42987 -0.12488 -0.11017 -6.471 -6.671 4.787
H -1.61087 1.05212 -1.27017 0.583 -1.100 1.183
C -0.00487 -0.38288 -1.38717 0.964 0.093 -1.618
C -0.57287 -1.07288 -2.69417 1.481 -2.642 1.783
O 0.36113 -2.15488 -3.11717 -0.572 0.947 1.259
C -0.16987 -2.79088 -4.28017 2.918 0.904 -0.674
H 1.89113 -0.70588 3.41083 -0.158 0.718 0.168
H 0.43113 -0.53288 4.24483 -2.753 -1.551 1.415
H 1.59913 0.61912 4.47583 3.184 4.219 4.868
H -0.49187 -0.51288 2.14883 0.375 1.224 -1.558
H 0.97513 -0.26388 1.23983 1.233 -0.548 -0.379
H 0.32613 1.79612 0.43983 2.984 4.061 -1.857
H -1.28787 1.55012 1.21483 0.793 0.675 -1.746
H 0.22213 -1.20188 -0.68417 0.917 0.518 -0.445
H 0.88813 0.34812 -1.76217 -1.979 -2.137 1.330
H -0.49887 -0.41988 -3.43917 0.365 3.233 -3.167
H -1.59787 -1.42788 -2.81517 -0.201 -0.252 1.238
H 0.36313 -3.73388 -4.59917 -0.081 1.352 0.595
H -0.15987 -2.00588 -5.04617 -0.204 -0.680 -0.451
H -1.08887 -3.04288 -3.95817 -3.668 -1.213 0.144
B 1.52513 4.62512 2.11283 1.115 1.796 -1.421
H 2.14513 3.68812 2.43883 0.805 -1.025 0.857
H 0.78413 5.07412 2.91583 -0.363 0.405 1.167
H 2.35213 5.57312 1.61883 -1.229 -1.298 0.682
H 0.77713 4.22512 1.28783 -0.617 -0.357 -1.285
O 1.68813 -2.03888 -7.32817 0.704 -2.764 -0.492
H 2.45813 -2.55788 -6.93617 -1.357 1.208 -0.601
H 1.29813 -2.74388 -7.93817 0.632 1.568 1.115
O 1.91113 1.58012 -4.17317 0.494 -5.838 -7.470
H 1.76413 2.13212 -3.55517 -1.225 6.349 7.343
H 1.24813 1.84412 -4.84317 0.731 -0.489 0.212
O -3.26487 0.45212 2.90883 3.560 0.869 -1.885
H -4.14187 0.45212 3.24583 -0.846 1.573 0.364
H -2.73587 1.26012 2.44183 -3.324 -1.842 2.394
O -2.65887 1.75312 -2.34817 -1.876 -8.396 2.201
H -2.41487 2.55312 -2.39117 2.637 9.679 -1.146
H -2.97187 1.35712 -3.13817 -0.318 -0.341 -1.386
O -3.12287 -0.74088 0.67783 -2.443 -1.506 -0.487
H -3.70187 -1.55688 0.59383 1.442 1.114 -0.015
H -3.69487 -0.22588 1.30883 1.376 -0.160 -0.045
O -1.04387 -2.64688 3.85783 -5.994 -1.339 4.788
H -0.20787 -2.70388 3.50683 3.472 -1.136 -0.459
H -1.34287 -3.23688 4.74983 2.291 2.449 -4.142
O -4.33787 -0.05288 -2.34217 -0.093 -0.424 1.472
H -4.16087 0.82712 -1.83617 -0.621 -3.103 -0.372
H -4.38687 -0.90888 -1.77517 0.227 2.995 -0.969
O 2.42313 -2.83688 -1.55417 -0.542 0.177 -0.179
H 1.62913 -2.64088 -2.12617 1.335 0.016 0.961
H 2.76013 -1.99688 -1.12317 -0.902 -1.403 -0.530
O -3.14787 2.84212 1.28983 -0.628 0.760 -0.617
H -3.98087 3.30412 1.13183 -0.572 -0.736 0.024
H -2.62887 3.64212 1.37483 1.276 0.020 0.498
O -1.02487 2.90012 3.62383 -0.613 6.163 0.159
H -0.62287 2.12712 3.32583 2.079 -1.393 -0.832
H -0.48587 3.85512 3.35383 -1.353 -4.412 0.722
O 2.60313 2.67812 5.90683 -1.629 0.311 -1.805
H 3.49813 2.38612 6.05383 0.392 -0.034 -0.665
H 2.35613 2.78412 4.91883 1.197 -0.149 2.339
O 3.05913 1.65412 0.73183 3.149 -0.986 0.138
H 3.94013 1.67712 1.24883 -2.256 0.076 -1.279
H 2.44313 2.08612 1.29383 -0.979 1.198 1.147
O 0.02513 -6.61888 -2.63117 3.215 4.246 3.329
H 0.76413 -5.73288 -2.51317 -3.483 -4.320 -1.311
H -0.14887 -6.90088 -3.50017 0.316 0.143 -1.977
O 1.10213 -3.08688 2.34383 2.927 -1.774 -0.676
H 1.00413 -4.04388 2.13983 -0.928 0.695 0.111
H 2.11113 -3.14488 2.27883 -1.739 1.068 0.251
O 3.35613 -0.59988 -0.79417 0.579 -0.512 -0.843
H 3.28913 -0.43988 -1.73517 0.381 -0.236 -0.688
H 3.12413 0.24912 -0.47117 -0.363 1.697 1.639